Entry 1:
{
  "formula": "C3H10O2",
  "method": "the ωB97M-V functional and the def2-TZVPD basis",
  "e_lumo_ev": 0.945,
  "de_lowest_kcal_mol": 28.5,
  "total_charge": 0,
  "gap_ev": 11.023,
  "energy_ev": -7366.8409,
  "smiles": "CCO.CO",
  "symbols": ["C", "O", "H", "H", "H", "H", "C", "O", "C", "H", "H", "H", "H", "H", "H"],
  "positions_angstrom": [[1.2360, -2.2081, -0.8891], [0.6134, -1.2047, -1.7016], [0.6235, -3.0735, -0.6381], [1.2133, -1.7358, 0.0965], [2.2130, -2.3934, -1.3058], [0.6643, -1.5013, -2.6234], [-0.7209, 0.6672, 0.6427], [0.6621, 0.3503, 0.8693], [-1.1518, 2.0887, 0.9867], [-1.3104, 0.0011, 1.2689], [-0.9400, 0.4667, -0.4085], [1.0675, 1.0929, 0.4494], [-2.0930, 2.2972, 0.4533], [-0.5446, 2.9722, 0.7929], [-1.5324, 2.1804, 2.0070]],
  "forces_ev_per_angstrom": [[-0.883, 1.316, 0.988], [-0.274, -0.605, -0.700], [-0.075, -0.531, -1.072], [1.011, 0.135, -0.131], [0.386, -0.548, 0.414], [-0.137, 0.160, 0.374], [0.144, 0.020, -0.126], [-1.125, 0.208, 0.570], [-1.677, 0.414, 0.388], [0.034, -0.201, -0.128], [-0.066, -0.125, 0.035], [1.136, 0.484, -0.388], [0.271, -0.168, -0.312], [0.617, -0.440, -0.204], [0.638, -0.118, 0.291]]
}



Entry 2:
{
  "formula": "C63H57N8O2P2S2Ti",
  "method": "the ωB97M-V functional and the def2-TZVPD basis",
  "spin_multiplicity": 2,
  "e_lumo_ev": [2.312, 2.312],
  "total_charge": -2,
  "gap_ev": [2.202, 2.315],
  "energy_ev": -145632.4552,
  "symbols": ["Ti", "N", "C", "N", "C", "N", "C", "C", "N", "C", "C", "N", "H", "H", "H", "H", "H", "O", "N", "C", "C", "C", "C", "C", "S", "H", "H", "H", "H", "C", "C", "P", "C", "C", "C", "C", "C", "C", "C", "C", "C", "C", "C", "C", "P", "C", "C", "C", "C", "C", "C", "C", "C", "C", "C", "C", "C", "H", "H", "H", "H", "H", "H", "H", "H", "H", "H", "H", "H", "H", "H", "H", "H", "H", "H", "H", "H", "H", "H", "H", "H", "C", "C", "C", "C", "C", "C", "C", "C", "C", "C", "C", "C", "C", "C", "C", "H", "H", "H", "H", "H", "H", "H", "H", "H", "H", "C", "C", "C", "N", "C", "S", "N", "C", "O", "C", "C", "C", "C", "C", "C", "H", "H", "H", "H", "H", "H", "H", "H", "H", "H", "H", "H", "H", "H"],
  "positions_angstrom": [[-0.0303, 0.4048, -0.4466], [-3.4208, -1.9849, -0.6218], [-2.3082, -1.7135, 0.0597], [-1.6661, -0.7381, -0.5427], [-2.4537, -0.3996, -1.6433], [-3.5456, -1.1645, -1.7091], [-1.9734, 0.5727, -2.5599], [-2.6416, 0.7537, -3.8146], [-2.1751, 1.1731, -4.9372], [-0.7427, 1.4373, -4.9899], [-0.2294, 2.2203, -2.6469], [-0.8839, 1.2733, -2.0687], [-4.1499, -2.6392, -0.4132], [-1.9830, -2.2468, 0.9356], [-3.6871, 0.4382, -3.8191], [-0.5201, 1.7186, -6.0237], [0.5560, 2.6940, -2.0614], [0.4047, -0.4642, 1.1631], [1.1792, 0.2715, 1.9536], [1.0181, 0.1497, 3.2862], [1.6518, 0.9825, 4.1649], [2.5076, 1.9705, 3.6752], [2.7146, 2.0492, 2.3136], [2.0449, 1.2019, 1.4346], [2.2828, 1.2557, -0.2674], [0.3188, -0.6171, 3.5769], [1.4708, 0.8710, 5.2240], [2.9937, 2.6701, 4.3397], [3.3681, 2.7955, 1.8877], [3.2453, -2.8944, -1.5699], [3.0394, -1.6222, -2.4424], [1.2421, -1.0302, -2.5371], [1.2266, 0.2243, -3.8596], [0.0233, 0.2309, -4.5257], [-0.3402, 2.6690, -4.0751], [0.9791, 3.2324, -4.5081], [2.1327, 2.5358, -4.3227], [2.2346, 1.2132, -3.8111], [0.6172, -2.5025, -3.4448], [-0.4431, -3.2436, -2.9346], [-0.9500, -4.3258, -3.6418], [-0.3872, -4.6902, -4.8547], [0.6601, -3.9424, -5.3803], [1.1549, -2.8542, -4.6832], [2.3407, -2.6854, 0.0336], [1.5517, -4.2959, 0.4045], [0.9886, -4.3893, 1.6853], [0.2532, -5.4960, 2.0739], [0.0417, -6.5268, 1.1658], [0.5776, -6.4426, -0.1091], [1.3251, -5.3359, -0.4924], [3.7792, -2.7381, 1.1922], [4.0206, -3.7051, 2.1686], [5.0971, -3.5756, 3.0343], [5.9415, -2.4797, 2.9527], [5.7151, -1.5140, 1.9816], [4.6453, -1.6419, 1.1133], [4.3062, -3.0674, -1.3771], [2.8378, -3.7547, -2.1049], [3.4057, -1.8117, -3.4531], [3.5885, -0.7813, -2.0111], [-0.5784, -0.6709, -4.4966], [-1.1342, 3.4151, -4.1780], [0.9939, 4.2322, -4.9260], [3.0737, 3.0453, -4.5275], [3.1987, 0.9192, -3.4044], [-0.8775, -2.9590, -1.9831], [-1.7960, -4.8797, -3.2527], [-0.7752, -5.5388, -5.4058], [1.0800, -4.2006, -6.3453], [1.9418, -2.2418, -5.1048], [1.1310, -3.5655, 2.3735], [-0.1526, -5.5530, 3.0763], [-0.5424, -7.3925, 1.4531], [0.4151, -7.2450, -0.8190], [1.7217, -5.2941, -1.4982], [3.3741, -4.5674, 2.2536], [5.2769, -4.3425, 3.7786], [6.7688, -2.3763, 3.6431], [6.3668, -0.6531, 1.9039], [4.4541, -0.8735, 0.3735], [-0.6855, 2.0176, 0.5455], [-0.7522, 3.1297, 1.0700], [-0.8370, 4.3950, 1.6800], [-1.9400, 4.6398, 2.5870], [-3.1877, 4.0149, 2.3782], [-4.2705, 4.2982, 3.1876], [-4.1502, 5.1762, 4.2616], [-2.9031, 5.7264, 4.5417], [-1.8186, 5.4671, 3.7232], [0.1423, 5.3860, 1.3224], [1.3304, 5.0285, 0.6380], [2.2725, 5.9725, 0.2834], [2.0737, 7.3235, 0.5591], [0.8870, 7.7090, 1.1755], [-0.0558, 6.7703, 1.5487], [-3.2842, 3.3188, 1.5544], [-5.2289, 3.8316, 2.9856], [-5.0119, 5.4313, 4.8683], [-2.7750, 6.3535, 5.4187], [-0.8475, 5.8759, 3.9719], [1.4897, 3.9876, 0.3832], [3.1819, 5.6565, -0.2170], [2.8129, 8.0607, 0.2672], [0.6996, 8.7622, 1.3627], [-0.9868, 7.1043, 1.9863], [-7.3766, -1.6543, 3.5293], [-6.5623, -0.5537, 2.8499], [-5.3206, -1.1030, 2.1486], [-4.3540, -1.6841, 3.0581], [-3.2024, -1.0444, 3.4243], [-2.5991, 0.2728, 2.6129], [-2.5158, -1.5721, 4.4913], [-2.8674, -2.6911, 5.2995], [-2.0888, -3.6197, 5.3654], [-4.1125, -2.5827, 6.0407], [-4.6127, -3.7079, 6.7192], [-5.7597, -3.6287, 7.4758], [-6.4454, -2.4238, 7.5997], [-5.9504, -1.2978, 6.9514], [-4.8127, -1.3701, 6.1764], [-8.3257, -1.2634, 3.8975], [-6.8383, -2.0672, 4.3822], [-7.5896, -2.4615, 2.8253], [-6.2499, 0.1941, 3.5830], [-7.1790, -0.0535, 2.1005], [-4.8032, -0.3048, 1.6177], [-5.6308, -1.8627, 1.4231], [-4.6947, -2.3843, 3.6977], [-1.5576, -1.2656, 4.5548], [-4.0610, -4.6345, 6.6299], [-6.1317, -4.5084, 7.9868], [-7.3424, -2.3611, 8.2008], [-6.4616, -0.3497, 7.0615], [-4.4306, -0.4781, 5.6970]],
  "forces_ev_per_angstrom": [[1.364, 1.192, -1.247], [0.447, 0.189, 0.149], [-0.332, -0.179, -0.143], [-1.253, -1.003, -0.128], [0.010, -0.011, -0.427], [-0.367, 0.012, -0.183], [-0.730, -0.180, 0.091], [0.134, -0.165, -0.099], [-0.272, 0.050, -0.074], [-0.118, 0.037, 0.055], [-0.233, -0.168, 0.046], [-0.534, 0.976, -1.432], [0.086, -0.080, 0.051], [0.022, 0.032, 0.092], [-0.017, -0.022, 0.021], [0.000, 0.084, 0.169], [-0.065, -0.067, 0.043], [0.815, -1.149, 2.164], [0.665, 0.451, 0.930], [-0.183, 0.020, -0.223], [0.128, 0.020, 0.238], [-0.020, -0.091, -0.540], [0.045, 0.127, 0.887], [-0.152, -0.566, -0.739], [0.389, 0.016, 0.216], [-0.024, -0.012, -0.077], [-0.045, -0.025, 0.002], [0.015, 0.004, 0.057], [-0.033, 0.010, -0.059], [-0.397, 0.515, -0.392], [-0.279, -0.083, 0.495], [0.741, -0.325, -0.963], [-0.132, 0.048, -0.561], [0.315, -0.408, -0.057], [0.217, -0.107, -0.266], [0.140, 0.061, 0.068], [-0.260, 0.196, 0.091], [0.369, -0.259, 0.351], [-0.221, -0.009, 0.198], [0.127, 0.038, -0.022], [-0.064, -0.197, -0.013], [-0.067, 0.042, -0.005], [0.098, -0.049, -0.019], [-0.037, -0.045, 0.052], [0.336, -0.247, 0.215], [-0.108, 0.061, 0.027], [-0.094, -0.044, -0.137], [0.078, 0.030, -0.075], [-0.012, -0.112, 0.033], [-0.024, -0.059, -0.040], [0.077, 0.044, 0.097], [-0.123, 0.062, 0.103], [0.057, 0.105, -0.181], [0.053, -0.043, 0.074], [0.047, -0.003, 0.012], [0.038, -0.014, -0.013], [-0.093, -0.063, -0.004], [-0.054, -0.075, -0.061], [0.065, -0.002, 0.002], [0.018, 0.159, 0.023], [0.087, -0.048, -0.066], [-0.066, 0.081, 0.138], [0.056, -0.030, 0.002], [0.084, -0.003, -0.081], [-0.011, 0.044, -0.015], [-0.038, 0.050, 0.051], [-0.049, 0.025, 0.008], [0.017, -0.020, 0.053], [-0.038, 0.006, 0.000], [0.008, -0.013, -0.010], [-0.006, 0.010, -0.047], [-0.044, 0.053, 0.083], [-0.053, 0.037, -0.008], [-0.003, -0.013, 0.001], [-0.029, 0.015, -0.006], [-0.026, 0.021, -0.012], [0.018, -0.018, -0.008], [-0.012, 0.007, 0.029], [0.028, -0.003, 0.009], [0.002, 0.029, 0.014], [-0.021, 0.114, -0.012], [-0.218, 0.864, 0.649], [-0.236, -0.238, -0.066], [0.126, 0.143, 0.144], [0.326, -0.059, -0.407], [-0.125, -0.006, 0.195], [0.053, -0.047, 0.040], [-0.175, 0.076, 0.193], [0.017, 0.004, -0.072], [-0.185, 0.006, 0.108], [-0.236, -0.125, 0.184], [0.084, 0.006, 0.015], [-0.062, 0.041, 0.042], [0.177, 0.182, -0.080], [0.092, -0.085, 0.030], [0.095, 0.094, -0.010], [0.013, 0.023, -0.052], [-0.029, -0.013, -0.051], [0.002, -0.076, 0.054], [-0.006, 0.055, -0.022], [0.003, 0.053, -0.055], [-0.010, -0.038, 0.005], [-0.028, -0.040, -0.057], [0.006, 0.013, 0.014], [-0.048, 0.001, -0.006], [0.001, 0.006, 0.046], [0.038, 0.217, -0.077], [0.126, -0.288, 0.061], [-0.200, 0.200, -0.139], [0.326, -0.220, 0.581], [-0.386, 1.133, -0.958], [0.039, -0.253, 0.538], [-0.254, -0.587, 0.654], [1.607, 0.308, -1.394], [-0.407, 0.102, 0.601], [-1.694, -0.069, 1.137], [0.572, 0.195, -0.541], [-0.429, -0.015, 0.270], [0.384, 0.005, -0.223], [-0.442, 0.033, 0.287], [0.739, -0.265, -0.190], [-0.029, -0.050, 0.055], [-0.030, -0.116, 0.047], [-0.043, -0.035, 0.011], [-0.036, 0.086, -0.045], [0.049, 0.065, 0.005], [-0.026, -0.106, -0.082], [0.062, 0.020, 0.001], [-0.120, -0.085, -0.155], [0.047, -0.163, -0.185], [-0.024, -0.036, 0.012], [0.036, -0.012, -0.025], [-0.011, 0.002, 0.005], [0.017, 0.007, -0.056], [-0.005, 0.018, -0.032]]
}